The following is a DFT calculation (ωB97M-V/def2-TZVPD) of a molecular structure, C3H8CuO3 at a distorted geometry.

Last column: Löwdin spin population.
Geometry (Å):
O: -0.0024 -0.0663 -2.2174  0.10
C: 0.3711 1.1426 -1.6450  0.01
C: 0.6909 0.9880 -0.1600  0.00
O: -0.3975 0.2724 0.4309  0.06
C: -0.1888 -0.1916 1.7567  0.00
H: -0.4319 1.9033 -1.7423  0.00
H: 1.2724 1.5722 -2.1246  0.00
H: 0.7819 1.9590 0.3507  0.00
H: 1.6274 0.4189 -0.0277  0.00
H: -0.8445 0.3817 2.4272  0.00
H: -0.5228 -1.3046 1.8643  0.00
H: 0.8750 -0.1445 2.0358  0.00
Cu: -0.9162 -1.0710 -0.9526  0.72
O: -1.3941 -2.5177 -0.0466  0.09
H: -0.9205 -3.3425 0.0505  0.01

The HOMO energy (spin up / spin down) is -9.37 / -9.28 eV. Its relative energy (zero: lowest compared OMol25 entry of this formula, charge and spin) is 0.00 kcal/mol. As for the LUMO energy (spin up / spin down): 0.649 / -1.164 eV. As for the spin multiplicity: 2. The value obtained for the HOMO-LUMO gap (spin up / spin down) is 10.016 / 8.117 eV.

---

The following is a DFT calculation (ωB97M-V/def2-TZVPD) of C3H4OS in the gas phase at a distorted geometry.

Last column: Mulliken charge in e.
Geometry (Å):
S: 1.7778 0.0245 -0.0219  -0.32
C: 0.1920 0.0861 -0.0141  0.07
C: -0.7740 -1.0221 0.0997  -0.16
O: -1.9231 -0.1432 -0.1564  -0.37
C: -1.0128 1.0228 0.0497  -0.17
H: -0.5103 -1.7417 -0.7886  0.26
H: -0.8467 -1.4021 1.1760  0.23
H: -1.0546 1.5397 1.0814  0.19
H: -1.0789 1.8366 -0.6787  0.28

The HOMO energy is -9.00 eV. Its relative energy (zero: lowest compared OMol25 entry of this formula, charge and spin) is 48.96 kcal/mol. As for the LUMO energy: -0.368 eV. As for the spin multiplicity: 1. Its SMILES is S=C1COC1. The value obtained for the HOMO-LUMO gap is 8.631 eV.

---

The following is a DFT calculation (ωB97M-V/def2-TZVPD) of 2 unconnected molecules or ions with the total composition C2HINO2 at a distorted geometry.

Last column: Mulliken charge in e.
Geometry (Å):
C: -2.8271 -0.1051 -1.0089  -0.31
C: 1.1101 -0.0678 0.2883  0.57
N: -1.9123 -0.0154 -0.2893  0.06
O: 0.8787 -1.1926 -0.0443  -0.51
O: 0.7014 0.7713 1.0612  -0.62
I: 3.2498 0.4572 -0.3767  -0.44
H: -1.2004 0.1523 0.3697  0.24

The HOMO energy is -4.79 eV. Its relative energy (zero: lowest compared OMol25 entry of this formula, charge and spin) is 1.17 kcal/mol. Its total charge is -1. As for the LUMO energy: 3.275 eV. As for the spin multiplicity: 1. The value obtained for the HOMO-LUMO gap is 8.066 eV.

---

The following is a DFT calculation (ωB97M-V/def2-TZVPD) of 2 unconnected molecules or ions with the total composition C20H24ClNO12P4S4 at a distorted geometry.

Last column: Mulliken charge in e.
Geometry (Å):
C: -1.8875 4.7238 -0.9117  -0.90
C: -2.1691 3.7574 -1.7649  -1.16
C: -2.3594 2.3570 -1.2941  0.24
C: -1.2025 1.6559 -0.9753  1.21
C: -1.2403 0.3398 -0.5220  -2.23
C: -2.4901 -0.2928 -0.4111  0.57
P: -2.5129 -2.0467 0.1357  0.48
S: -3.1280 -3.2927 -1.2534  -0.44
C: -3.6645 0.3863 -0.7565  1.14
C: -4.9666 -0.3880 -0.7365  -2.11
C: -5.4782 -0.7233 0.6239  0.50
O: -5.1298 -0.1953 1.6246  -0.47
O: -6.4275 -1.7099 0.6353  -0.56
C: -3.6164 1.7272 -1.1665  0.49
P: -5.1094 2.6748 -1.5557  0.79
O: -6.3163 2.1752 -0.6281  -0.59
O: -4.9225 4.2042 -1.1103  -0.46
S: -5.4756 2.6160 -3.4418  -0.44
N: -0.0757 -0.3872 -0.1282  1.43
P: 0.1986 -0.1187 1.5825  0.60
O: -0.5453 -1.1136 2.3395  -0.77
O: 1.7459 -0.2013 1.8091  -0.31
O: -0.3069 1.3532 1.9211  -0.52
C: 1.0602 -0.1892 -0.9969  -1.37
C: 1.8832 -1.2821 -1.2974  -0.01
C: 1.7188 -2.6589 -0.7119  -0.83
C: 2.8631 -2.8483 0.3183  -0.78
C: 2.4470 -3.2868 1.7268  -0.26
C: 3.4461 -2.6886 2.7021  -1.35
C: 2.9470 -1.0763 -2.1698  -0.85
C: 3.2457 0.1602 -2.7245  0.67
P: 4.6791 0.2328 -3.8477  0.08
O: 5.9162 -0.0557 -2.8184  -0.42
Cl: 4.9137 2.2742 -4.1057  -0.28
C: 2.4472 1.2457 -2.3980  -0.68
C: 1.3714 1.0461 -1.5478  1.47
S: 0.3693 2.4584 -1.1485  -0.29
H: -1.5914 5.6995 -1.2564  0.35
H: -1.9313 4.5188 0.1473  0.28
H: -2.2773 3.9170 -2.8265  0.46
H: -3.2918 -2.0600 1.2981  0.15
H: -1.2467 -2.3954 0.5746  -0.01
H: -4.7571 -1.3462 -1.2183  0.27
H: -5.7526 0.0625 -1.3262  0.74
H: -5.9716 -2.5527 0.7630  0.40
H: -6.0215 1.8136 0.2216  0.43
H: -5.0099 4.2566 -0.1468  0.37
H: 2.2500 0.5795 1.5412  0.31
H: 0.3419 2.0066 1.6189  0.42
H: 1.8126 -3.3718 -1.5267  0.60
H: 0.7446 -2.7835 -0.2603  -0.14
H: 3.3464 -1.8852 0.4530  0.37
H: 3.6265 -3.5167 -0.0740  0.57
H: 1.4548 -2.8938 1.9348  0.08
H: 2.4420 -4.3747 1.7934  0.49
H: 3.4146 -1.6104 2.6451  0.15
H: 4.4740 -2.9682 2.4910  0.34
H: 3.2510 -2.9898 3.7253  0.45
H: 3.5736 -1.9254 -2.4155  0.51
H: 5.7326 -0.8437 -2.2905  0.37
H: 2.6440 2.2332 -2.7836  0.39
O: 4.3803 -0.3894 5.3220  -0.77
S: 5.3074 0.3222 4.3917  1.14
O: 4.6438 1.5642 3.8796  -0.78
O: 5.6140 -0.5758 3.2276  -0.73
O: 6.5692 0.6763 5.1002  -0.78

The HOMO energy is 0.01 eV. Its total charge is -2. As for the LUMO energy: 2.738 eV. As for the spin multiplicity: 1. The value obtained for the HOMO-LUMO gap is 2.728 eV.